Computed, not measured: a molecular structure, C29H29F3N3O4S2V in a non-equilibrium geometry, with wB97M-V/def2-TZVPD.

Last column: Mulliken spin population.
Atoms and positions in Å:
V (-0.96764, 0.09346, -0.47619)  1.12
N (-5.18222, -0.91006, -0.02484)  0.00
C (-4.00509, -0.32739, -0.39859)  0.00
S (-3.29324, -0.77832, -1.88289)  0.00
N (-3.59037, 0.66358, 0.35610)  -0.02
N (-2.42909, 1.23672, -0.03161)  -0.03
C (-2.33260, 2.52899, 0.04590)  0.07
C (-1.22340, 3.27008, -0.50101)  0.01
C (-1.09908, 4.64911, -0.31731)  0.02
C (-0.09105, 5.36032, -0.93408)  -0.01
C (0.80813, 4.70195, -1.76944)  0.02
C (0.70806, 3.33954, -1.97705)  -0.01
C (-0.28371, 2.60637, -1.33522)  0.01
O (-0.40053, 1.29878, -1.42862)  -0.07
H (-5.36022, -1.80655, -0.44006)  0.00
H (-5.44592, -0.79724, 0.94175)  0.00
H (-3.17266, 3.06959, 0.47136)  -0.01
H (-1.80321, 5.15401, 0.33345)  0.00
H (0.00666, 6.42392, -0.76259)  0.00
H (1.59840, 5.25859, -2.25573)  0.00
H (1.41446, 2.81706, -2.60916)  0.00
C (2.51729, -1.58450, -1.52544)  0.01
C (1.65242, -1.04863, -2.47466)  -0.06
C (0.45436, -1.81368, -2.48349)  0.13
C (0.62110, -2.87564, -1.54768)  -0.07
C (1.88113, -2.71511, -0.93675)  0.02
C (2.56672, -3.55617, 0.10478)  0.00
C (-0.27988, -4.07837, -1.54773)  0.00
C (-0.55668, -1.81074, -3.59514)  0.01
C (1.95554, 0.06636, -3.43218)  0.00
C (3.92284, -1.16557, -1.20705)  0.00
H (3.51222, -3.93494, -0.29779)  0.00
H (1.94500, -4.42560, 0.36468)  0.00
H (2.16085, -2.58004, 1.75931)  0.00
H (-0.22017, -4.57937, -2.52025)  0.00
H (-1.32821, -3.79966, -1.38941)  0.00
H (0.00894, -4.80262, -0.78678)  0.00
H (-0.20836, -2.44495, -4.42329)  0.00
H (-0.70239, -0.80354, -3.99255)  0.00
H (-1.52492, -2.19075, -3.27320)  0.00
H (2.20812, -0.31647, -4.42713)  0.00
H (2.80179, 0.66546, -3.08665)  0.00
H (1.09128, 0.72678, -3.54807)  0.00
H (4.09636, -1.20314, -0.13038)  0.00
H (4.13471, -0.15479, -1.56595)  0.00
H (4.64374, -1.84212, -1.68112)  0.00
C (-0.63679, 1.99972, 4.98137)  0.00
C (-1.62452, 1.40778, 4.17140)  0.01
C (-1.33488, 1.01066, 2.89592)  -0.01
C (-0.03896, 1.17729, 2.34475)  -0.03
C (0.28624, 0.79649, 1.00931)  0.05
C (1.58759, 0.95067, 0.59738)  -0.08
C (2.59347, 1.47081, 1.43615)  -0.01
C (2.28620, 1.87914, 2.70035)  0.01
C (0.96383, 1.74363, 3.18321)  -0.01
C (0.62963, 2.15551, 4.49557)  0.00
H (-0.88438, 2.30968, 5.98951)  0.00
H (-2.61999, 1.25489, 4.57047)  0.00
H (-2.09994, 0.52737, 2.30280)  -0.01
H (1.86020, 0.66732, -0.41156)  0.01
H (3.60376, 1.55628, 1.05435)  0.00
H (3.04070, 2.30497, 3.35251)  0.00
H (1.41343, 2.59183, 5.10546)  0.00
F (-3.26098, -3.19018, 0.75498)  0.00
C (-2.41441, -3.08539, 1.79882)  0.00
F (-2.96220, -2.23817, 2.67784)  0.00
F (-2.36151, -4.29814, 2.36931)  0.00
S (-0.70197, -2.46121, 1.15608)  -0.01
O (-0.11755, -1.97023, 2.40378)  0.00
O (2.95780, -2.85688, 1.28765)  0.00
O (-1.37422, -1.28858, 0.41237)  -0.05

## Properties
energy above the lowest of the compared OMol25 structures with the same formula, charge and spin: 254.7 kJ/mol
highest occupied orbital energy (spin up / spin down): -3.428 / -3.424 eV
multiplicity: 2
⟨S²⟩: 0.766
Kohn-Sham gap (spin up / spin down): 5.217 / 5.004 eV
total charge: -1
energy: -98714.9700 eV


Computed, not measured: 3 unconnected molecules or ions with the total composition C2H11N2O2 in a non-equilibrium geometry, with wB97M-V/def2-TZVPD.

Last column: Mulliken charge in e.
Atoms and positions in Å:
C (-0.37312, 0.34726, -0.38559)  -0.20
C (-0.44138, 0.26858, 0.94613)  -0.27
N (-1.75846, 0.23374, 1.66487)  -0.30
N (0.79357, 0.22038, -1.06268)  -0.30
H (-1.25834, 0.17897, -0.98788)  0.22
H (0.38811, 0.16036, 1.62941)  0.30
H (-2.13778, 1.16686, 1.82260)  0.36
H (-1.72022, -0.31682, 2.52105)  0.35
H (-2.38520, -0.25610, 1.02419)  0.38
H (1.61377, -0.00109, -0.52569)  0.19
H (0.88581, 0.54805, -2.02173)  0.29
H (1.92847, -2.77466, 2.00909)  0.31
H (1.96159, -1.74625, 3.11615)  0.32
O (1.52241, -1.93375, 2.27790)  -0.62
H (-0.36630, 1.65402, -3.94416)  0.33
H (0.80656, 0.81193, -4.38675)  0.34
O (0.54051, 1.43852, -3.69693)  -0.70

## Properties
energy above the lowest of the compared OMol25 structures with the same formula, charge and spin: 159.8 kJ/mol
highest occupied orbital energy: -12.439 eV
multiplicity: 1
Kohn-Sham gap: 9.175 eV
total charge: +1
energy: -9320.6498 eV


Computed, not measured: 2 unconnected molecules or ions with the total composition C7H16N2 in a non-equilibrium geometry, with wB97M-V/def2-TZVPD.

Last column: Mulliken spin population.
Atoms and positions in Å:
C (-3.27290, -0.02600, -1.65044)  0.40
C (-1.32556, 0.59091, -0.20450)  0.64
C (-3.74694, 0.63259, -2.84776)  0.01
C (0.77440, -1.07216, 1.85340)  0.03
C (2.94680, -0.78216, 0.74655)  0.04
C (1.75514, 1.21149, 1.44021)  0.02
C (0.91902, -0.27285, -0.36028)  0.87
N (-2.13917, 0.23914, -1.04653)  -0.12
N (1.58939, -0.19170, 0.91535)  0.00
H (-3.73436, -1.01437, -1.24795)  0.00
H (-1.21798, 1.45420, 0.42277)  0.02
H (-3.37382, 0.02800, -3.79033)  0.06
H (-3.40460, 1.65557, -2.86375)  0.01
H (-4.77575, 0.60205, -2.97684)  0.01
H (0.56827, -2.06412, 1.35957)  -0.01
H (1.16868, -1.15146, 2.82021)  0.00
H (-0.18874, -0.69678, 1.90985)  -0.01
H (2.87924, -1.90159, 0.77196)  0.00
H (3.57646, -0.55522, -0.11993)  0.00
H (3.36129, -0.47816, 1.59846)  0.00
H (1.80960, 2.02104, 0.73424)  -0.01
H (1.08321, 1.29464, 2.29162)  0.00
H (2.68475, 1.25238, 1.97135)  0.00
H (0.56856, -1.15501, -0.76147)  0.00
H (1.49503, 0.37958, -0.96578)  0.03

## Properties
energy above the lowest of the compared OMol25 structures with the same formula, charge and spin: 0.0 kJ/mol
highest occupied orbital energy (spin up / spin down): -15.834 / -20.538 eV
multiplicity: 3
⟨S²⟩: 2.026
Kohn-Sham gap (spin up / spin down): 7.320 / 9.620 eV
total charge: +2
energy: -10474.3105 eV